70
Properties=species:S:1:pos:R:3:mulliken_spin:R:1 method="wB97M-V/def2-TZVPD" lumo_ev="-3.32 / -6.34" homo_lumo_gap_ev="5.105 / 3.485" total_charge=+1 spin_multiplicity=8 e_homo_ev="-8.427 / -9.823" de_lowest_kcal_mol=80.5 total_energy_ha=-4175.00711 largest_force_ev_per_a=3.52
Gd -1.3086 0.5800 -0.7485 4.484
C -3.1998 3.0789 2.8888 0.000
C -2.8641 2.7652 1.6100 0.003
N -1.7221 2.0890 1.3450 0.022
C -0.7986 2.0015 2.3528 -0.011
C -1.1959 2.3554 3.6481 0.001
N -2.3768 2.8743 3.9312 0.004
C 0.5298 1.5213 2.0525 0.040
C 1.5468 1.4934 3.0189 0.079
C 2.7874 0.9779 2.6543 -0.032
C 3.0396 0.6692 1.3148 0.099
C 1.9922 0.7616 0.3786 0.017
N 0.7091 1.0742 0.7575 0.199
C 2.2088 0.4576 -1.0132 -0.016
C 3.4347 -0.0258 -1.4987 0.002
N 3.6265 -0.3172 -2.7698 0.002
C 2.5836 -0.2135 -3.5960 0.001
C 1.3461 0.2421 -3.1687 0.001
N 1.1534 0.5852 -1.8774 0.020
C 3.8254 0.7408 3.6731 0.138
C 4.9356 -0.0671 3.3499 0.119
C 5.9203 -0.2533 4.2991 0.086
N 5.9087 0.2968 5.4922 0.930
C 4.8356 0.9992 5.8315 0.087
C 3.7931 1.2796 4.9768 0.120
H -4.1415 3.5479 3.1533 0.000
H -3.5158 2.9139 0.7274 0.000
H -0.5271 2.2526 4.4931 -0.003
H 1.3638 1.8049 4.0632 0.004
H 4.0599 0.4218 0.9994 0.007
H 4.3063 -0.1970 -0.8298 -0.002
H 2.7777 -0.4591 -4.6381 0.000
H 0.5701 0.4774 -3.8619 0.000
H 5.0160 -0.5752 2.3859 0.038
H 6.8185 -0.8387 4.0711 0.034
H 4.8538 1.3867 6.8487 0.029
H 3.0121 2.0077 5.2861 0.028
Cl -2.6724 -1.2685 2.0778 -0.001
C -4.2468 -1.6726 1.3246 0.000
Cl -3.9877 -1.7567 -0.4153 -0.002
H -4.9370 -0.8615 1.5112 0.000
H -4.5471 -2.6574 1.6779 0.000
C -3.0799 -1.8250 -4.5019 -0.003
C -2.6301 -3.1441 -4.3623 0.001
C -1.7091 -3.4381 -3.3636 -0.002
C -1.2457 -2.4009 -2.5317 0.024
N -1.7111 -1.1258 -2.6684 0.068
C -2.5824 -0.8493 -3.6674 -0.002
C -0.1960 -2.6406 -1.5518 0.034
C 0.7395 -3.6401 -1.7745 0.018
C 1.7527 -3.9251 -0.8189 -0.014
C 1.6873 -3.2433 0.3827 0.023
C 0.7078 -2.2712 0.6117 0.056
C -0.1930 -1.8769 -0.3548 0.243
H -3.7294 -1.5046 -5.3251 0.000
H -2.9510 -3.9063 -5.0660 0.000
H -1.3505 -4.4811 -3.2032 0.000
H -2.9101 0.1769 -3.7900 -0.001
H 0.7319 -4.1825 -2.7324 0.001
H 2.5688 -4.6065 -1.0481 0.000
H 2.4340 -3.4198 1.1984 0.000
H 0.5933 -1.8618 1.6179 0.005
C -4.8742 3.3883 -3.6566 -0.001
O -3.4582 3.3367 -3.4543 0.000
C -2.9174 2.5574 -2.5209 0.014
S -1.1920 2.5935 -2.5134 0.005
S -3.7980 1.5593 -1.5431 0.003
H -5.0082 4.1182 -4.4515 0.000
H -5.3331 3.7073 -2.7278 0.000
H -5.2601 2.4131 -3.9600 0.001

***

69
Properties=species:S:1:pos:R:3:nbo_charge:R:1 method="wB97M-V/def2-TZVPD" lumo_ev="-1.93 / -1.93" homo_lumo_gap_ev="5.632 / 5.633" e_homo_ev="-7.566 / -7.566" total_energy_ha=-13550.38151 largest_force_ev_per_a=1.45
Re 0.2311 0.4738 -0.6123 0.770
O -2.6378 2.1599 -3.7021 -0.659
C -3.1304 3.1394 -2.9123 0.363
C -4.1616 3.9097 -3.4568 -0.276
C -4.7224 4.9414 -2.7350 -0.151
C -4.2737 5.2390 -1.4454 -0.262
C -3.2562 4.4868 -0.9063 -0.137
C -2.6665 3.4309 -1.6210 -0.185
C -1.5686 2.6860 -0.9993 0.581
O -1.1280 1.5802 -1.6303 -0.730
N -1.0166 3.1159 0.0901 -0.366
N 0.0124 2.2298 0.4152 -0.288
C 0.8469 2.5798 1.3335 0.079
C 1.8944 1.6303 1.5634 0.115
C 2.8885 1.8003 2.5153 -0.202
C 3.8410 0.8169 2.6758 -0.154
C 3.7513 -0.3272 1.8954 -0.231
C 2.7385 -0.4412 0.9667 0.136
N 1.8406 0.5362 0.7647 -0.422
H -1.9832 1.6401 -3.2188 0.513
H -4.5003 3.6644 -4.4572 0.231
H -5.5265 5.5218 -3.1737 0.218
H -4.7182 6.0485 -0.8787 0.220
H -2.8877 4.6915 0.0906 0.232
H 0.7346 3.5195 1.8583 0.229
H 2.8856 2.6991 3.1202 0.232
H 4.6284 0.9237 3.4148 0.232
H 4.4537 -1.1451 2.0040 0.243
H 2.6027 -1.3370 0.3823 0.248
Se -3.1818 -3.5887 -1.0744 -0.582
Sb -1.0055 -2.9208 -0.4228 1.013
Se -0.9834 -0.7595 1.0334 -0.225
Se -0.1957 -1.2109 -2.4048 0.226
Se 0.7818 -4.2696 0.3602 -0.627
C 1.4167 -0.8168 -1.4447 -0.847
Ge 3.0777 -0.5743 -2.4802 1.637
C 3.7003 -2.2686 -3.1295 -0.508
C 4.6453 -2.3599 -4.1586 -0.210
C 5.0543 -3.6030 -4.6270 -0.205
C 4.5254 -4.7632 -4.0724 -0.202
C 3.5936 -4.6826 -3.0461 -0.222
C 3.1821 -3.4390 -2.5730 -0.136
C 2.4669 0.5701 -3.9388 -0.364
C 2.5045 0.1335 -5.2645 -0.231
C 1.9874 0.9242 -6.2886 -0.194
C 1.4195 2.1562 -5.9992 -0.205
C 1.3628 2.5996 -4.6818 -0.196
C 1.8832 1.8101 -3.6649 -0.247
C 4.4166 0.3019 -1.3851 -0.481
C 5.6455 -0.3293 -1.1712 -0.143
C 6.6256 0.2658 -0.3799 -0.231
C 6.3873 1.5017 0.2057 -0.211
C 5.1692 2.1470 -0.0003 -0.208
C 4.1923 1.5513 -0.7904 -0.204
H 5.0709 -1.4612 -4.5970 0.213
H 5.7825 -3.6667 -5.4276 0.214
H 4.8425 -5.7314 -4.4444 0.216
H 3.1744 -5.5825 -2.6104 0.224
H 2.4471 -3.3943 -1.7756 0.226
H 2.9149 -0.8403 -5.5051 0.222
H 2.0160 0.5675 -7.3119 0.216
H 1.0115 2.7678 -6.7948 0.217
H 0.9043 3.5523 -4.4481 0.216
H 1.8070 2.1668 -2.6430 0.192
H 5.8373 -1.3018 -1.6169 0.217
H 7.5746 -0.2377 -0.2222 0.218
H 7.1521 1.9676 0.8161 0.216
H 4.9807 3.1143 0.4564 0.214
H 3.2465 2.0628 -0.9282 0.203

***

69
Properties=species:S:1:pos:R:3:nbo_charge:R:1 method="wB97M-V/def2-TZVPD" lumo_ev=-8.87 homo_lumo_gap_ev=4.189 total_charge=+2 e_homo_ev=-13.057 de_lowest_kcal_mol=0.0 total_energy_ha=-3457.63240 largest_force_ev_per_a=5.18
Nb 9.3407 16.3100 11.2295 1.692
N 10.9476 18.3136 9.1418 -1.254
P 11.6078 16.9498 9.9731 1.256
C 13.0407 17.6115 10.8375 -0.449
C 13.2812 17.4804 12.1990 -0.126
C 14.3711 18.0922 12.7950 -0.214
C 15.2815 18.8442 12.0284 -0.153
C 15.1034 18.9266 10.6590 -0.204
C 14.0460 18.2536 10.0380 -0.162
C 12.1959 15.8983 8.5990 -0.431
C 13.3592 15.0886 8.7185 -0.164
C 13.8016 14.3060 7.6326 -0.197
C 13.0354 14.2999 6.4737 -0.163
C 11.9060 15.1085 6.3342 -0.211
C 11.5048 15.9254 7.4090 -0.136
P 9.6313 18.9977 9.9651 1.301
C 10.3855 20.2755 11.0449 -0.330
C 11.2256 21.2555 10.4422 -0.190
C 11.7052 22.3208 11.2509 -0.201
C 11.4276 22.2753 12.5925 -0.172
C 10.6862 21.2648 13.2280 -0.192
C 10.1214 20.2841 12.4082 -0.225
C 8.8800 19.9218 8.6475 -0.471
C 8.1462 21.1133 8.8810 -0.175
C 7.3112 21.5787 7.8399 -0.180
C 7.1382 20.8536 6.6560 -0.162
C 7.8773 19.7093 6.4586 -0.217
C 8.7735 19.2097 7.4240 -0.130
H 11.3282 18.6856 8.3186 0.431
H 12.7562 16.7568 12.7776 0.207
H 14.5803 17.9134 13.8669 0.239
H 16.1493 19.2684 12.5303 0.243
H 15.7516 19.4554 9.9399 0.243
H 14.0204 18.3013 8.9522 0.226
H 13.7990 14.9348 9.7123 0.231
H 14.7227 13.7491 7.7635 0.245
H 13.3737 13.6927 5.6082 0.244
H 11.3393 15.2386 5.3944 0.240
H 10.5267 16.3737 7.3185 0.208
H 11.5135 21.1536 9.4138 0.219
H 12.2218 23.1763 10.8314 0.244
H 11.8259 23.0617 13.2611 0.237
H 10.6021 21.3174 14.3094 0.240
H 9.4853 19.4285 12.7879 0.213
H 8.2369 21.7296 9.7914 0.250
H 6.7767 22.5314 7.9840 0.245
H 6.4311 21.1535 5.8588 0.252
H 7.5955 18.9923 5.6421 0.236
H 9.2115 18.2332 7.3120 0.213
S 10.3608 17.1577 15.7842 0.281
C 10.2380 16.8940 14.2260 0.246
N 10.1085 16.8091 13.0144 -0.766
O 8.4536 16.1858 9.0377 -0.836
S 7.0503 16.5097 9.7891 1.410
N 7.5192 16.8521 11.2803 -0.825
I 10.3591 7.4334 11.3575 0.234
C 9.6219 9.4313 11.2331 -0.068
C 8.4105 9.9388 11.7375 -0.255
C 8.2710 11.3240 11.7632 -0.099
C 9.2934 12.1793 11.3256 -0.243
C 10.4439 11.5960 10.7202 -0.117
C 10.5699 10.2212 10.6103 -0.263
C 9.1850 13.6320 11.4219 0.816
O 8.3303 14.3220 12.1042 -0.646
O 10.0078 14.3822 10.7597 -0.695
H 7.6277 9.2832 12.1074 0.257
H 7.4080 11.7610 12.2175 0.237
H 11.0848 12.3421 10.2158 0.234
H 11.4754 9.8747 10.0842 0.253

***

70
Properties=species:S:1:pos:R:3:mulliken_spin:R:1 method="wB97M-V/def2-TZVPD" lumo_ev="-3.66 / -4.30" homo_lumo_gap_ev="7.062 / 6.540" total_charge=+1 spin_multiplicity=5 e_homo_ev="-10.725 / -10.841" total_energy_ha=-2104.69190 largest_force_ev_per_a=0.72
Os -0.8241 0.5669 -0.3245 2.544
O -3.3487 5.5238 -0.1370 0.001
C -2.3867 5.6222 -1.0668 0.002
C -2.2525 6.8594 -1.7000 -0.001
C -1.3103 7.0376 -2.6859 0.002
C -0.4701 5.9913 -3.0760 -0.001
C -0.5914 4.7720 -2.4563 0.006
C -1.5403 4.5607 -1.4423 -0.009
C -1.6083 3.2558 -0.7966 0.028
O -0.7517 2.3344 -1.1883 0.048
N -2.4665 3.0041 0.1525 0.018
N -2.3298 1.7056 0.6070 -0.069
C -3.0511 1.3667 1.6125 0.080
C -2.9361 -0.0003 2.0937 -0.004
C -3.7096 -0.4936 3.1339 0.013
C -3.5557 -1.8234 3.4912 -0.008
C -2.6500 -2.6020 2.7883 0.018
C -1.9162 -2.0219 1.7628 -0.030
N -2.0424 -0.7441 1.4278 0.103
H -3.3923 4.6049 0.1884 -0.002
H -2.9121 7.6595 -1.3976 0.000
H -1.2254 8.0022 -3.1666 0.000
H 0.2626 6.1392 -3.8547 0.000
H 0.0472 3.9487 -2.7436 -0.001
H -3.7299 2.0847 2.0584 -0.003
H -4.4134 0.1504 3.6418 0.000
H -4.1387 -2.2456 4.2974 0.000
H -2.5064 -3.6468 3.0212 0.001
H -1.2088 -2.6020 1.1884 0.014
C 1.8975 1.0054 -1.8206 0.026
N 0.7327 0.1261 -1.6424 -0.066
C 0.4785 -0.7890 -2.5363 0.075
C -0.7227 -1.5085 -2.4285 -0.042
C -1.3276 -2.5218 -3.1742 0.081
C -2.5641 -2.7619 -2.5718 -0.004
C -2.6660 -1.8827 -1.4951 0.075
N -1.5557 -1.1271 -1.3927 0.050
C 2.8583 0.8937 -0.6665 -0.145
C 2.4960 1.3725 0.5626 0.434
C 3.2296 0.9106 1.7627 0.010
C 4.6691 0.6429 1.4910 0.272
C 5.0500 0.2802 0.2463 -0.077
C 4.1146 0.2850 -0.8236 0.449
H 1.5231 2.0283 -1.9068 -0.008
H 2.3884 0.7485 -2.7625 -0.008
H 1.1835 -0.9736 -3.3427 -0.011
H -0.9169 -3.0095 -4.0424 0.001
H -3.3079 -3.4773 -2.8771 0.001
H -3.4810 -1.7693 -0.7982 0.006
H 1.6031 1.9700 0.6885 -0.028
H 3.0487 1.5169 2.6472 -0.006
H 5.3588 0.6393 2.3217 0.005
H 6.0718 -0.0149 0.0527 0.002
H 4.4085 -0.0945 -1.7930 0.009
O 2.7410 -0.5040 2.1642 0.053
C 1.6451 -1.0070 1.6498 0.033
O 0.6750 -0.3373 1.3202 0.037
C 1.7048 -2.4889 1.4924 -0.010
C 1.0503 -3.0684 0.4107 -0.006
C 1.1101 -4.4383 0.2165 0.011
C 1.8145 -5.1933 1.1350 0.001
C 2.4720 -4.6451 2.2207 0.001
C 2.4255 -3.2709 2.3899 -0.001
N 1.8684 -6.6638 0.9424 0.000
O 1.2877 -7.1143 -0.0213 0.000
O 2.5104 -7.3043 1.7444 0.000
H 0.5031 -2.4519 -0.2902 0.026
H 0.6250 -4.9180 -0.6199 0.000
H 3.0086 -5.2867 2.9030 0.000
H 2.9470 -2.8075 3.2146 0.004

***

76
Properties=species:S:1:pos:R:3:mulliken_spin:R:1 method="wB97M-V/def2-TZVPD" lumo_ev="4.72 / 4.69" homo_lumo_gap_ev="5.035 / 7.584" total_charge=-2 spin_multiplicity=2 e_homo_ev="-0.320 / -2.890" total_energy_ha=-2920.98383 largest_force_ev_per_a=1.81
Al 0.1128 0.4132 0.1292 -0.086
C 2.7953 -3.9208 0.6354 0.000
C 2.6929 -3.9025 -0.8657 0.001
C 3.6016 -4.6550 -1.6040 0.000
C 3.4997 -4.7633 -2.9794 0.000
C 2.4412 -4.1455 -3.6275 0.000
C 1.5251 -3.3817 -2.9195 0.000
C 0.3225 -2.8030 -3.6074 0.000
C 1.6841 -3.1959 -1.5334 0.000
N 0.7362 -2.3886 -0.8566 -0.004
C -0.1470 -3.1258 -0.2100 0.001
O -0.1804 -4.3677 -0.1040 0.000
C -1.3464 -2.3698 0.3025 0.035
C -2.3921 -3.1109 0.8280 -0.037
C -3.6008 -2.4969 1.1090 -0.001
C -3.7411 -1.1637 0.7847 0.029
C -2.6506 -0.4891 0.2711 0.039
N -1.4545 -1.0476 0.0732 -0.035
C -2.7893 0.8783 -0.2927 0.009
O -3.9259 1.3181 -0.4952 -0.005
N -1.6105 1.4381 -0.6119 0.028
C -1.8027 2.6221 -1.3936 0.002
C -2.4858 3.7490 -0.9229 0.003
C -3.0487 3.8766 0.4680 -0.020
C -2.6728 4.8269 -1.7852 -0.001
C -2.2427 4.7961 -3.0981 0.000
C -1.6140 3.6568 -3.5738 0.000
C -1.3964 2.5748 -2.7360 0.000
C -0.7333 1.3305 -3.2467 0.000
H 2.5451 -4.9204 0.9974 0.000
H 2.1074 -3.2103 1.0829 0.001
H 3.8106 -3.6718 0.9518 0.000
H 4.3940 -5.1793 -1.0778 0.000
H 4.2203 -5.3504 -3.5386 0.000
H 2.3066 -4.2746 -4.6971 0.000
H 0.2325 -3.1857 -4.6256 0.000
H 0.3920 -1.7186 -3.6438 0.000
H -0.5823 -3.0480 -3.0487 0.000
H -2.2244 -4.1702 0.9616 -0.002
H -4.4268 -3.0592 1.5265 -0.003
H -4.6648 -0.6146 0.8959 0.018
H -2.9389 2.9611 1.0383 0.021
H -4.1113 4.1198 0.4028 0.000
H -2.5341 4.6767 1.0036 0.000
H -3.1842 5.7059 -1.4046 0.000
H -2.4043 5.6488 -3.7486 0.000
H -1.2976 3.5996 -4.6103 0.000
H -0.5020 1.4108 -4.3093 0.000
H -1.3733 0.4608 -3.0855 0.000
H 0.1967 1.1621 -2.6974 0.000
F 2.8349 -0.8503 0.5520 0.002
C 2.2795 0.3410 0.1261 -0.017
F 2.7647 1.2173 1.0779 0.001
C 3.0372 0.6833 -1.1727 0.000
F 2.3789 0.2036 -2.2565 0.000
F 3.1777 1.9994 -1.3761 0.000
F 4.2861 0.1557 -1.2203 0.000
O 0.0225 0.2810 1.8849 -0.017
N -0.9210 0.2595 2.8533 0.271
C -1.6471 1.4081 3.1045 0.214
C -2.7736 1.3532 3.8634 -0.078
C -3.2256 0.1272 4.4137 0.462
C -2.4515 -1.0235 4.1450 -0.110
C -1.3279 -0.9492 3.3807 0.204
H -1.2568 2.3003 2.6394 0.012
H -3.3267 2.2681 4.0337 -0.004
H -4.1394 0.0686 4.9880 0.054
H -2.7517 -1.9879 4.5364 -0.004
H -0.7154 -1.7992 3.1237 0.014
F -0.5085 3.3893 0.9435 0.007
C 0.6693 2.8837 0.3377 -0.008
F 0.6840 3.4791 -0.9394 0.000
C 1.6720 3.7830 1.1130 0.003
F 1.2621 5.0971 1.0958 0.000
F 2.9336 3.8297 0.6650 0.000
F 1.7148 3.4450 2.4215 0.001

***

66
Properties=species:S:1:pos:R:3:nbo_charge:R:1 method="wB97M-V/def2-TZVPD" lumo_ev=-0.05 homo_lumo_gap_ev=7.609 e_homo_ev=-7.660 de_lowest_kcal_mol=0.0 total_energy_ha=-2183.35482 largest_force_ev_per_a=4.23
C 1.3302 4.8269 -4.3949 -0.257
O 1.7791 3.4484 -4.4496 -0.503
C 1.6222 2.6558 -3.3553 0.302
C 1.9191 1.2845 -3.4987 -0.258
C 1.6752 0.4140 -2.4592 -0.185
C 1.2965 0.8712 -1.1784 -0.029
C 1.4540 -0.0932 -0.0370 -0.617
C 2.1473 0.2669 1.2583 0.106
C 2.8902 -0.7906 1.8312 -0.213
C 3.5718 -0.6487 3.0258 -0.199
C 3.6739 0.6155 3.6167 -0.229
C 2.9435 1.6655 3.0571 -0.202
C 2.1406 1.4912 1.9125 -0.252
C 0.9905 2.2184 -1.0495 -0.207
C 1.1685 3.1070 -2.1007 -0.260
H 1.5101 5.1898 -5.4089 0.203
H 0.2545 4.8976 -4.1531 0.185
H 1.9376 5.4019 -3.6776 0.183
H 2.2913 0.9569 -4.4621 0.224
H 1.9133 -0.6367 -2.6056 0.209
H 2.2161 -0.8267 -0.4905 0.265
H 2.9539 -1.7583 1.3341 0.200
H 4.0425 -1.5215 3.4730 0.211
H 4.3288 0.7701 4.4782 0.217
H 2.9812 2.6566 3.5023 0.213
H 1.5028 2.2891 1.5452 0.216
H 0.6318 2.5801 -0.0927 0.213
H 0.9078 4.1514 -1.9732 0.217
C -5.0879 -3.8769 0.1639 -0.642
C -4.2426 -2.7460 0.5548 -0.173
C -4.0692 -2.2452 1.8343 -0.277
C -3.0816 -1.2461 1.8781 -0.192
C -2.6043 -0.9008 0.6130 -0.224
B 0.8268 -1.4649 0.0470 1.129
C -1.9832 0.3059 0.2367 -0.026
C -2.1419 0.7988 -1.0708 -0.202
C -2.3304 2.1500 -1.2349 -0.169
C -2.1182 2.9667 -0.1403 -0.199
C -2.2920 4.4359 -0.2664 0.979
F -3.1062 4.9256 0.7162 -0.329
F -1.0688 5.0587 -0.1396 -0.342
F -2.7995 4.8326 -1.4604 -0.325
C -1.6972 2.5026 1.0980 -0.138
C -1.5229 1.1510 1.2650 -0.227
O 0.5267 -1.9393 1.3573 -0.663
C 0.4449 -3.3007 1.1940 0.248
C 0.3947 -3.5582 -0.2268 0.222
C 1.0893 -4.6200 -0.7699 -0.234
C 1.9023 -5.3685 0.0900 -0.233
C 1.8931 -5.1600 1.4758 -0.217
C 1.1038 -4.1588 2.0669 -0.240
O 0.3803 -2.3480 -0.9272 -0.669
S -3.2537 -1.9913 -0.6096 0.445
H -5.9600 -3.9486 0.8247 0.229
H -5.4005 -3.6899 -0.8709 0.220
H -4.5038 -4.8100 0.1912 0.228
H -4.6127 -2.6467 2.6765 0.224
H -2.8049 -0.7107 2.7728 0.224
H -2.1060 0.1319 -1.9271 0.230
H -2.6030 2.5886 -2.1831 0.236
H -1.5783 3.1824 1.9320 0.226
H -1.1312 0.6832 2.1653 0.233
H 1.1401 -4.7045 -1.8560 0.227
H 2.5732 -6.1055 -0.3631 0.221
H 2.5727 -5.7382 2.1134 0.221
H 1.1777 -3.9180 3.1313 0.229